# 1
90
Properties=species:S:1:pos:R:3 method="wB97M-V/def2-TZVPD" total_charge=-1 lumo_ev=-0.46 gap_ev=4.40 largest_force_ev_per_a=0.553 e_above_lowest_ev=0.999 spin_multiplicity=1
Pb -1.70716 -0.26176 0.04847
O -1.58596 -1.89949 4.50930
C -1.45414 -1.15708 3.50925
N -2.28258 -0.94246 2.50330
C -3.60729 -1.42366 2.53682
C -4.10676 -2.34093 3.47001
C -5.41680 -2.79644 3.39865
C -6.25320 -2.33201 2.39947
C -5.79018 -1.40042 1.48519
C -4.48063 -0.93100 1.53129
N -3.97381 -0.05326 0.55854
C -4.77762 0.85890 0.00024
O -5.93819 1.15077 0.29073
C -4.15014 1.63667 -1.14850
C -4.88484 2.61263 -1.80553
C -4.29238 3.28813 -2.85882
C -2.98898 2.98343 -3.22177
C -2.32293 1.99766 -2.51338
N -2.90540 1.34395 -1.50971
C -0.10472 -0.44609 3.43397
C 0.82838 -0.72007 4.43345
C 2.05368 -0.08067 4.40272
C 2.31462 0.81918 3.38049
C 1.32546 1.03998 2.43305
N 0.14686 0.41697 2.45142
H -3.47219 -2.64074 4.28727
H -5.77989 -3.49717 4.14003
H -7.27398 -2.68521 2.32813
H -6.44414 -1.02657 0.71493
H -5.89363 2.80519 -1.47189
H -4.84406 4.05144 -3.39367
H -2.47783 3.49199 -4.02654
H -1.29559 1.73961 -2.74510
H 0.54995 -1.41493 5.21207
H 2.79043 -0.26913 5.17421
H 3.25479 1.35087 3.31599
H 1.48568 1.72245 1.60668
N -0.93361 -2.55603 -3.19745
C -2.08323 -2.84365 -2.44219
N -2.95478 -3.73633 -2.86842
N -3.88624 -3.77326 -1.89662
N -3.58120 -2.95368 -0.95419
N -2.42952 -2.31644 -1.26609
C 0.25887 -2.38357 -2.56130
N 1.48121 -2.76385 -3.02121
N 2.32778 -2.48253 -2.06795
N 1.62380 -1.93857 -1.10838
N 0.33488 -1.87087 -1.35756
H -0.89331 -3.07390 -4.06217
N -1.56365 -3.94244 2.18956
C -0.37251 -3.41481 2.19893
N 0.06330 -2.73428 1.10462
C 1.29792 -2.37014 1.24781
C 2.04685 -1.57544 0.22024
C 3.52212 -1.53554 0.42158
C 4.07429 -1.94203 1.57000
C 3.28385 -2.55565 2.62487
C 1.96374 -2.76183 2.46828
S 0.78396 -3.55614 3.49113
H -2.18319 -3.70147 1.41589
H -2.02308 -4.20088 3.05275
H 1.70015 -0.52976 0.35986
H 4.10206 -1.07065 -0.36210
H 5.13552 -1.82595 1.73666
H 3.78974 -2.87354 3.52773
C 3.63486 0.14728 -3.96612
C 3.99737 0.96417 -2.73992
C 5.49113 1.18132 -2.59784
O 3.40913 2.26507 -2.79318
P 1.81072 2.51624 -2.60201
S 0.84669 2.51428 -4.28909
S 1.17505 1.31085 -1.14450
O 1.88277 4.02635 -2.05232
C 2.59043 4.31249 -0.83690
C 3.68850 5.30292 -1.16736
C 1.58718 4.83057 0.17441
H 4.09648 -0.84050 -3.91376
H 3.97895 0.65413 -4.86898
H 2.55590 0.02012 -4.04154
H 3.60787 0.46575 -1.84255
H 5.87999 1.71038 -3.46913
H 6.00879 0.22363 -2.51940
H 5.71101 1.77339 -1.70905
H 3.03244 3.38319 -0.45945
H 3.25718 6.22314 -1.56317
H 4.35592 4.88284 -1.91852
H 4.26650 5.54688 -0.27415
H 1.10454 5.73281 -0.20377
H 2.07877 5.06833 1.11958
H 0.82127 4.07684 0.35366


# 2
81
Properties=species:S:1:pos:R:3 method="wB97M-V/def2-TZVPD" total_charge=0 lumo_ev="-0.21 / -2.48" gap_ev="7.90 / 6.97" largest_force_ev_per_a=0.356 e_above_lowest_ev=0.684 spin_multiplicity=5
Pd -0.14754 0.33376 0.86501
C -1.32783 -0.94319 4.02768
C -0.00346 -0.46974 4.61553
C 1.03025 -1.59134 4.63858
C 0.51497 0.79185 3.90854
C 1.64494 1.49276 4.65998
O 2.82706 1.19110 3.87589
C 2.40322 0.69001 2.71358
N 1.14671 0.48271 2.59994
C 3.49208 0.35916 1.75869
C 4.77176 0.26998 2.31360
C 5.86354 -0.10074 1.55101
C 5.69905 -0.38966 0.20608
C 4.43882 -0.29501 -0.35795
C 3.32484 0.08165 0.39460
P 1.79041 0.25328 -0.57231
C 1.85404 -1.17881 -1.67083
C 1.86383 -1.06349 -3.05894
C 1.89651 -2.20170 -3.85069
C 1.92110 -3.45802 -3.26484
C 1.92137 -3.57765 -1.88198
C 1.89010 -2.44554 -1.08615
C 2.03685 1.74536 -1.55837
C 3.05158 2.65110 -1.25557
C 3.14360 3.84820 -1.94700
C 2.22327 4.15324 -2.93907
C 1.20494 3.26003 -3.23513
C 1.10499 2.06425 -2.54484
H -1.74834 -1.74896 4.63224
H -1.18206 -1.33406 3.02034
H -2.05448 -0.12823 3.99856
H -0.19283 -0.14699 5.64622
H 1.18064 -1.99395 3.63477
H 0.69450 -2.40906 5.27725
H 1.99613 -1.24883 5.01888
H -0.31121 1.47875 3.74522
H 1.80445 1.09802 5.66175
H 1.52502 2.57283 4.67086
H 4.90137 0.48663 3.36284
H 6.84012 -0.16837 2.01159
H 6.54329 -0.68307 -0.40345
H 4.31380 -0.51227 -1.41125
H 1.84779 -0.09121 -3.53051
H 1.89834 -2.10167 -4.92809
H 1.93786 -4.34506 -3.88478
H 1.93309 -4.55459 -1.41763
H 1.87220 -2.55292 -0.01037
H 3.76126 2.43974 -0.46679
H 3.92906 4.54927 -1.69729
H 2.29123 5.09416 -3.46912
H 0.47013 3.50010 -3.99195
H 0.28829 1.39007 -2.76344
C -8.01706 -1.16908 -2.70871
C -6.56690 -0.80953 -2.54514
C -6.19333 0.35109 -1.86975
C -4.85938 0.67679 -1.69318
C -3.89038 -0.17877 -2.20271
C -4.23198 -1.33832 -2.88326
C -5.57277 -1.64254 -3.05222
S -2.20293 0.22156 -1.95184
O -2.03474 1.63836 -2.01277
O -1.39790 -0.63897 -2.77610
N -1.89356 -0.20064 -0.37621
C -2.42609 -1.38237 0.13504
C -1.17296 -2.41809 0.40969
O -1.37908 -3.55868 0.09050
O -0.19526 -1.85856 0.98120
H -8.65695 -0.29391 -2.60643
H -8.31864 -1.89175 -1.94761
H -8.20572 -1.62011 -3.68253
H -6.95891 1.01311 -1.48438
H -4.56852 1.58560 -1.18266
H -3.45540 -1.98034 -3.27639
H -5.85123 -2.54112 -3.58924
H -3.19085 -1.87149 -0.46283
H -2.75097 -1.25171 1.17413
O 0.14808 3.63956 2.93242
S -0.42971 3.43770 1.62845
O 0.56119 2.77380 0.67805
O -1.33527 2.19578 1.62688
O -1.07342 4.56876 1.03669


# 3
81
Properties=species:S:1:pos:R:3 method="wB97M-V/def2-TZVPD" total_charge=0 lumo_ev="-0.17 / -1.25" gap_ev="7.91 / 7.84" largest_force_ev_per_a=0.316 e_above_lowest_ev=0.086 spin_multiplicity=5
Pd 0.49081 -0.65097 0.25345
C 0.01896 -3.46122 2.36358
C 1.50116 -3.23028 2.63789
C 2.37503 -3.82388 1.53648
C 1.83759 -1.75931 2.91245
C 3.16154 -1.60318 3.66911
O 3.87413 -0.56452 2.95778
C 3.17907 -0.31979 1.83755
N 2.08042 -0.94846 1.69238
C 3.81742 0.66885 0.93555
C 5.20945 0.72176 0.96038
C 5.90037 1.62357 0.16901
C 5.20076 2.50163 -0.64185
C 3.81495 2.46691 -0.66205
C 3.10456 1.55580 0.11571
P 1.28389 1.58617 0.05912
C 0.88532 2.49337 -1.45219
C 0.17941 3.69258 -1.42486
C -0.11620 4.34637 -2.61279
C 0.30241 3.81482 -3.82284
C 1.01030 2.62076 -3.85080
C 1.29111 1.95239 -2.67292
C 0.74224 2.58505 1.45891
C 1.62435 3.28798 2.27342
C 1.13722 4.01155 3.35333
C -0.22370 4.03705 3.61753
C -1.10727 3.33897 2.80425
C -0.62874 2.60522 1.73270
H -0.18989 -4.53194 2.32984
H -0.28400 -3.05587 1.39633
H -0.59529 -3.01132 3.14423
H 1.73461 -3.74452 3.57891
H 2.14007 -3.37382 0.57099
H 2.19352 -4.89520 1.44686
H 3.44167 -3.68223 1.72706
H 1.01232 -1.28370 3.44682
H 3.77369 -2.50529 3.63396
H 3.03855 -1.28080 4.69949
H 5.74711 0.04372 1.60681
H 6.98169 1.63955 0.19110
H 5.72769 3.21768 -1.25846
H 3.27583 3.15770 -1.29592
H -0.13892 4.11907 -0.48277
H -0.67033 5.27558 -2.58787
H 0.06896 4.32653 -4.74757
H 1.32154 2.19321 -4.79461
H 1.81079 1.00349 -2.70232
H 2.68759 3.27685 2.07101
H 1.82490 4.55342 3.98922
H -0.59799 4.59604 4.46513
H -2.16797 3.34566 3.01591
H -1.31807 2.02839 1.12094
C -7.13975 -2.72403 -3.46715
C -5.74564 -2.21571 -3.22885
C -5.16069 -1.30373 -4.10178
C -3.88636 -0.81104 -3.86988
C -3.19908 -1.24695 -2.74999
C -3.75453 -2.15670 -1.86061
C -5.02633 -2.63491 -2.10947
S -1.58879 -0.64278 -2.44778
O -1.34722 0.52622 -3.22374
O -1.41630 -0.58691 -1.01075
N -3.26519 0.46669 1.28851
C -3.00079 -0.57190 2.18884
C -1.58587 -0.52892 2.83120
O -1.50418 -0.74638 4.03208
O -0.62002 -0.28600 2.04394
H -7.44538 -2.57257 -4.50132
H -7.85147 -2.19856 -2.82719
H -7.21452 -3.78674 -3.23720
H -5.71004 -0.97202 -4.97409
H -3.42928 -0.09468 -4.53849
H -3.19518 -2.47241 -0.99053
H -5.47339 -3.34310 -1.42268
H -3.07214 -1.55330 1.68434
H -3.73347 -0.56290 3.00636
O -0.70479 -1.82345 -3.02507
S 0.63850 -2.47149 -2.18958
O 1.26167 -3.21693 -3.22317
O 1.35663 -1.26014 -1.76209
O 0.04897 -3.17002 -1.07926


# 4
82
Properties=species:S:1:pos:R:3 method="wB97M-V/def2-TZVPD" total_charge=-2 lumo_ev="3.84 / 3.83" gap_ev="4.69 / 5.52" largest_force_ev_per_a=0.497 e_above_lowest_ev=0.000 spin_multiplicity=3
Ti 0.14534 0.20956 -0.24645
C -4.06185 -2.18132 -0.18608
C -4.22293 -1.22180 0.94856
C -5.52658 -0.84193 1.37359
C -5.65902 0.06878 2.37007
C -4.50692 0.66227 2.94201
C -4.59415 1.63556 3.96245
C -3.44723 2.20315 4.44059
C -2.19820 1.84291 3.90666
C -2.05667 0.89934 2.90817
S -0.42918 0.57118 2.31931
C -3.24989 0.25615 2.43509
N -3.14387 -0.71594 1.48785
H -4.66234 -3.08469 -0.04552
H -3.01396 -2.43777 -0.30000
H -4.36820 -1.70866 -1.12499
H -6.39003 -1.28349 0.89079
H -6.63853 0.37272 2.72552
H -5.56935 1.92675 4.33714
H -3.49448 2.95790 5.21760
H -1.30106 2.33327 4.26382
N 2.66291 3.58700 0.75939
C 2.44752 4.67535 -0.08721
C 3.34006 5.73916 -0.10190
C 3.11457 6.84079 -0.91836
C 2.00035 6.87223 -1.74355
C 1.11849 5.79731 -1.74616
C 1.31985 4.70877 -0.91075
S 0.13009 3.41720 -0.88965
N 1.00233 2.14070 -0.17587
C 2.08825 2.33504 0.55253
C 2.71122 1.19786 1.11424
C 3.85289 1.22281 1.95221
C 4.42715 0.05065 2.35151
C 3.86610 -1.17090 1.92634
C 2.71972 -1.12602 1.16248
N 2.12323 0.00049 0.76812
H 3.59421 3.54167 1.13375
H 4.21639 5.70311 0.53737
H 3.81858 7.66385 -0.91334
H 1.82317 7.71734 -2.39654
H 0.26201 5.78746 -2.41037
H 4.26253 2.16299 2.29969
H 5.29834 0.06381 2.99608
H 4.29440 -2.12279 2.20612
H 2.23752 -2.04368 0.85079
Se -0.87878 2.16704 -4.85956
Sb -1.49381 0.32077 -3.40225
Se -2.09981 1.05605 -1.05395
Se 0.61282 -0.82110 -2.53528
Se -3.11049 -1.30493 -4.21629
C 4.53561 0.66892 -3.96720
C 3.23342 1.40222 -4.29227
C 2.96199 2.16250 -3.00002
O 3.57255 1.40077 -1.94557
C 4.33332 0.33493 -2.49139
H 5.39859 1.33090 -4.09159
H 4.69358 -0.22372 -4.57441
H 2.42818 0.68981 -4.46597
H 3.29726 2.06561 -5.15441
H 1.89528 2.26939 -2.80526
H 3.42718 3.15744 -3.01018
H 3.77746 -0.60236 -2.37211
H 5.27162 0.26028 -1.93268
N -0.88888 -2.55455 2.59430
C -0.94597 -3.19956 1.41903
S -0.17008 -2.63590 0.04284
N -1.67583 -4.35908 1.45222
C -1.89227 -5.33849 0.45874
C -2.00513 -5.06200 -0.90267
C -2.27482 -6.09577 -1.78606
C -2.44815 -7.39932 -1.34124
C -2.34899 -7.66958 0.01536
C -2.06810 -6.64731 0.90659
H -0.54779 -1.58307 2.54792
H -1.64359 -2.69612 3.24872
H -1.92823 -4.66322 2.37919
H -1.88089 -4.05831 -1.27621
H -2.35838 -5.86155 -2.83938
H -2.66129 -8.19518 -2.04349
H -2.48155 -8.67924 0.38501
H -1.97874 -6.86237 1.96644


Please write out number 3 again, unchanged.
81
Properties=species:S:1:pos:R:3 method="wB97M-V/def2-TZVPD" total_charge=0 lumo_ev="-0.17 / -1.25" gap_ev="7.91 / 7.84" largest_force_ev_per_a=0.316 e_above_lowest_ev=0.086 spin_multiplicity=5
Pd 0.49081 -0.65097 0.25345
C 0.01896 -3.46122 2.36358
C 1.50116 -3.23028 2.63789
C 2.37503 -3.82388 1.53648
C 1.83759 -1.75931 2.91245
C 3.16154 -1.60318 3.66911
O 3.87413 -0.56452 2.95778
C 3.17907 -0.31979 1.83755
N 2.08042 -0.94846 1.69238
C 3.81742 0.66885 0.93555
C 5.20945 0.72176 0.96038
C 5.90037 1.62357 0.16901
C 5.20076 2.50163 -0.64185
C 3.81495 2.46691 -0.66205
C 3.10456 1.55580 0.11571
P 1.28389 1.58617 0.05912
C 0.88532 2.49337 -1.45219
C 0.17941 3.69258 -1.42486
C -0.11620 4.34637 -2.61279
C 0.30241 3.81482 -3.82284
C 1.01030 2.62076 -3.85080
C 1.29111 1.95239 -2.67292
C 0.74224 2.58505 1.45891
C 1.62435 3.28798 2.27342
C 1.13722 4.01155 3.35333
C -0.22370 4.03705 3.61753
C -1.10727 3.33897 2.80425
C -0.62874 2.60522 1.73270
H -0.18989 -4.53194 2.32984
H -0.28400 -3.05587 1.39633
H -0.59529 -3.01132 3.14423
H 1.73461 -3.74452 3.57891
H 2.14007 -3.37382 0.57099
H 2.19352 -4.89520 1.44686
H 3.44167 -3.68223 1.72706
H 1.01232 -1.28370 3.44682
H 3.77369 -2.50529 3.63396
H 3.03855 -1.28080 4.69949
H 5.74711 0.04372 1.60681
H 6.98169 1.63955 0.19110
H 5.72769 3.21768 -1.25846
H 3.27583 3.15770 -1.29592
H -0.13892 4.11907 -0.48277
H -0.67033 5.27558 -2.58787
H 0.06896 4.32653 -4.74757
H 1.32154 2.19321 -4.79461
H 1.81079 1.00349 -2.70232
H 2.68759 3.27685 2.07101
H 1.82490 4.55342 3.98922
H -0.59799 4.59604 4.46513
H -2.16797 3.34566 3.01591
H -1.31807 2.02839 1.12094
C -7.13975 -2.72403 -3.46715
C -5.74564 -2.21571 -3.22885
C -5.16069 -1.30373 -4.10178
C -3.88636 -0.81104 -3.86988
C -3.19908 -1.24695 -2.74999
C -3.75453 -2.15670 -1.86061
C -5.02633 -2.63491 -2.10947
S -1.58879 -0.64278 -2.44778
O -1.34722 0.52622 -3.22374
O -1.41630 -0.58691 -1.01075
N -3.26519 0.46669 1.28851
C -3.00079 -0.57190 2.18884
C -1.58587 -0.52892 2.83120
O -1.50418 -0.74638 4.03208
O -0.62002 -0.28600 2.04394
H -7.44538 -2.57257 -4.50132
H -7.85147 -2.19856 -2.82719
H -7.21452 -3.78674 -3.23720
H -5.71004 -0.97202 -4.97409
H -3.42928 -0.09468 -4.53849
H -3.19518 -2.47241 -0.99053
H -5.47339 -3.34310 -1.42268
H -3.07214 -1.55330 1.68434
H -3.73347 -0.56290 3.00636
O -0.70479 -1.82345 -3.02507
S 0.63850 -2.47149 -2.18958
O 1.26167 -3.21693 -3.22317
O 1.35663 -1.26014 -1.76209
O 0.04897 -3.17002 -1.07926